C59H50BrGeMnNP2Si | ωB97M-V/def2-TZVPD

Cartesian coordinates (Å):
1 Mn -1.01818 0.73299 -0.71530
2 C 2.01994 -1.80491 -0.72127
3 Si 1.45458 0.03169 -0.54902
4 C 2.26729 1.02807 -1.96695
5 C 3.57213 1.49666 -2.00228
6 C 3.99605 2.29186 -3.05869
7 C 3.12303 2.62599 -4.07907
8 C 1.82612 2.12854 -4.08453
9 C 1.40634 1.31899 -3.04131
10 P -0.17178 0.43456 -2.84479
11 C -1.55289 0.89755 -3.94894
12 C -1.42946 1.29142 -5.27775
13 C -2.57193 1.48082 -6.03833
14 C -3.83233 1.29189 -5.48964
15 C -3.95978 0.86375 -4.17715
16 C -2.82304 0.65037 -3.42187
17 C 0.22004 -1.18779 -3.59248
18 C 1.34987 -1.37020 -4.38390
19 C 1.55279 -2.57978 -5.02753
20 C 0.63517 -3.60942 -4.89384
21 C -0.48802 -3.43432 -4.09734
22 C -0.69621 -2.22987 -3.44948
23 C 1.87489 0.65817 1.20348
24 C 2.89194 0.10196 1.97020
25 C 3.27956 0.69332 3.16214
26 C 2.66463 1.85934 3.59638
27 C 1.63981 2.41710 2.85216
28 C 1.23566 1.80725 1.67125
29 P -0.09952 2.53150 0.65991
30 C 0.68575 4.13627 0.30400
31 C 0.56146 5.21097 1.18340
32 C 1.37402 6.31909 1.02106
33 C 2.31057 6.36592 -0.00092
34 C 2.41569 5.30558 -0.88809
35 C 1.60522 4.19538 -0.73982
36 C -1.38637 2.93898 1.88663
37 C -2.31364 3.94469 1.60581
38 C -3.36574 4.17642 2.47351
39 C -3.51106 3.39999 3.61332
40 C -2.60087 2.38925 3.88389
41 C -1.54584 2.14789 3.02230
42 H 3.09303 -1.82005 -0.88874
43 H 1.56112 -2.29886 -1.57191
44 H 1.81919 -2.39238 0.17567
45 H 4.25639 1.25694 -1.20438
46 H 5.00712 2.66380 -3.07499
47 H 3.45051 3.26393 -4.88458
48 H 1.16031 2.38480 -4.89234
49 H -0.45802 1.41651 -5.72962
50 H -2.47546 1.76091 -7.07516
51 H -4.71125 1.44830 -6.09536
52 H -4.93723 0.68742 -3.74982
53 H -2.92667 0.24247 -2.41183
54 H 2.06674 -0.57212 -4.49908
55 H 2.42892 -2.71355 -5.64238
56 H 0.79407 -4.54316 -5.41175
57 H -1.20936 -4.23168 -3.99399
58 H -1.58356 -2.09016 -2.83981
59 H 3.40010 -0.78036 1.61486
60 H 4.08111 0.26301 3.74218
61 H 2.99000 2.33800 4.50665
62 H 1.16050 3.32900 3.17757
63 H -0.15759 5.19512 1.98948
64 H 1.28184 7.14958 1.70433
65 H 2.95452 7.22654 -0.10275
66 H 3.12991 5.33799 -1.69595
67 H 1.67602 3.36117 -1.42014
68 H -2.21095 4.54934 0.71252
69 H -4.07113 4.96440 2.26125
70 H -4.32915 3.58569 4.29046
71 H -2.70589 1.78760 4.77219
72 H -0.84003 1.35112 3.22873
73 C -1.13206 -2.15887 0.42633
74 Ge -0.19450 -2.99892 2.01993
75 C -0.83612 -2.05315 3.67109
76 C -0.09588 -1.16264 4.43569
77 C -0.68361 -0.55698 5.53593
78 C -1.99265 -0.85486 5.88030
79 C -2.72443 -1.75444 5.12008
80 C -2.15339 -2.35271 4.00998
81 C 0.33631 -4.88448 1.74666
82 C -0.24688 -5.57386 0.70318
83 C -0.12360 -6.96455 0.64032
84 C 0.59520 -7.64120 1.59369
85 C 1.24313 -6.95847 2.64046
86 C 2.02199 -7.62165 3.61258
87 C 2.66126 -6.92422 4.60139
88 C 2.56051 -5.52493 4.65803
89 C 1.81404 -4.85276 3.72919
90 C 1.12710 -5.54026 2.71662
91 H -2.19555 -2.38581 0.49915
92 H -0.74371 -2.53618 -0.51854
93 H -0.97116 -1.05657 0.49026
94 H 0.93120 -0.94156 4.18060
95 H -0.10849 0.14172 6.12533
96 H -2.44027 -0.40223 6.75203
97 H -3.73983 -2.00084 5.38821
98 H -2.72539 -3.06373 3.42577
99 H -0.82603 -5.06123 -0.05154
100 H -0.61049 -7.50693 -0.15569
101 H 0.68218 -8.71607 1.55092
102 H 2.10183 -8.69495 3.55192
103 H 3.25401 -7.44508 5.33699
104 H 3.08459 -4.99179 5.43466
105 H 1.75196 -3.76321 3.74173
106 Br -5.55124 -0.34056 2.70328
107 C -4.65639 0.59236 1.31918
108 C -5.33806 1.42184 0.43291
109 C -4.60289 2.11770 -0.51337
110 C -3.23006 1.94249 -0.55462
111 N -2.59185 1.08991 0.25253
112 C -3.28022 0.44616 1.18818
113 H -6.40989 1.52668 0.49099
114 H -5.08476 2.78625 -1.20893
115 H -2.62407 2.54525 -1.23791
116 H -2.72926 -0.19296 1.86895

For the gap between HOMO and LUMO (spin up / spin down), the calculation gives 5.97 / 5.98 eV. As for the calculated total energy: -9106.256195 Eh. As for the total charge: +3. As for the expectation value of S²: 2.215. The multiplicity is 3.